1.
# C6H7NO2S2

One molecule with the formula C6H7NO2S2 (ωB97M-V with the def2-TZVPD basis set, the OMol25 dataset).

Computed properties:
* HOMO energy (alpha / beta): -7.63 / -7.64 eV
* HOMO-LUMO gap (alpha / beta): 6.502 / 6.507 eV

Cartesian coordinates (Å):
C: 2.225 -0.624 1.378
C: 1.145 -0.819 0.587
C: -0.107 -0.400 1.111
C: -1.340 1.076 -0.195
C: 1.177 -1.550 -0.714
C: -1.439 2.193 -1.163
N: -1.926 -0.049 -0.303
O: -1.266 -0.994 0.763
O: -2.830 -0.508 -0.964
S: 1.993 0.109 2.925
S: -0.043 0.270 2.741
H: 3.222 -0.950 1.148
H: 0.684 -2.517 -0.587
H: 2.200 -1.711 -1.041
H: 0.629 -0.995 -1.474
H: -0.433 2.593 -1.318
H: -2.052 2.999 -0.763
H: -1.839 1.879 -2.131

Here are the Mulliken charges for atoms 1 to 6, given in e: number 1, C, carries -0.355; number 2, C, carries 0.152; number 3, C, carries 0.781; number 4, C, carries 0.130; number 5, C, carries -1.242; number 6, C, carries -1.169

2.
# C43H56Cl3F5GaN4OPSSi2

C43H56Cl3F5GaN4OPSSi2 as an isolated structure (ωB97M-V with the def2-TZVPD basis set, the OMol25 dataset).

Computed properties:
* HOMO energy: -6.75 eV
* HOMO-LUMO gap: 6.755 eV

Cartesian coordinates (Å):
Ga: -0.220 -0.243 -1.262
C: 0.236 -1.990 2.012
Si: 1.707 -1.906 0.956
C: 2.215 -3.676 0.458
C: 2.975 -1.289 2.133
N: 1.370 -0.964 -0.550
C: 2.337 -0.762 -1.552
C: 3.745 -0.831 -1.454
C: 4.602 -0.397 -2.542
C: 4.051 -0.030 -3.748
C: 2.663 0.061 -3.880
C: 1.776 -0.356 -2.857
N: 0.447 -0.627 -3.205
Si: 0.048 -2.104 -4.154
C: -0.848 -1.503 -5.770
C: 1.526 -3.164 -4.607
C: -1.274 -3.139 -3.288
H: -0.278 -1.068 2.149
H: 0.505 -2.384 2.986
H: -0.526 -2.750 1.668
H: 2.770 -4.260 1.183
H: 2.827 -3.718 -0.497
H: 1.334 -4.275 0.262
H: 2.611 -1.445 3.167
H: 3.153 -0.213 2.155
H: 3.932 -1.766 2.121
H: 4.225 -1.026 -0.498
H: 5.629 -0.532 -2.436
H: 4.724 0.215 -4.587
H: 2.268 0.452 -4.783
H: -0.170 -0.976 -6.458
H: -1.608 -0.829 -5.409
H: -1.307 -2.291 -6.357
H: 2.110 -3.364 -3.692
H: 2.142 -2.602 -5.323
H: 1.248 -4.170 -5.014
H: -2.310 -2.839 -3.437
H: -1.056 -2.962 -2.188
H: -1.383 -4.184 -3.436
F: -2.659 -1.807 0.444
C: -3.143 -0.962 -0.545
C: -2.176 -0.432 -1.483
C: -2.706 0.018 -2.641
F: -1.905 0.528 -3.671
C: -4.104 0.073 -2.966
F: -4.438 0.543 -4.210
C: -5.027 -0.359 -2.037
F: -6.342 -0.129 -2.130
C: -4.481 -0.906 -0.821
F: -5.337 -1.549 0.007
Cl: 2.545 4.688 4.108
C: 2.310 5.172 2.457
C: 2.821 4.452 1.370
C: 2.650 4.933 0.080
C: 1.792 6.038 -0.158
C: 1.240 6.262 -1.573
C: -0.088 5.479 -1.873
N: -0.209 4.124 -1.283
C: -0.689 3.858 0.024
C: -0.597 2.502 0.151
N: -0.168 1.918 -1.024
C: 0.015 2.966 -1.904
O: 2.055 5.782 -2.661
C: 2.964 6.762 -3.161
C: 3.475 6.420 -4.566
C: 4.788 6.106 -4.916
Cl: 6.224 6.115 -4.043
S: 4.904 5.829 -6.650
C: 3.308 6.313 -6.923
C: 2.597 6.556 -5.767
C: 1.317 6.804 0.946
Cl: 0.398 8.276 0.623
C: 1.556 6.369 2.231
H: 3.481 3.602 1.534
H: 3.051 4.332 -0.765
H: 1.042 7.364 -1.708
H: -0.189 5.380 -2.984
H: -0.998 6.099 -1.609
H: -0.877 4.673 0.678
H: -0.606 1.904 1.030
H: 0.434 2.819 -2.902
H: 3.884 6.847 -2.445
H: 2.511 7.764 -3.248
H: 3.107 6.455 -7.989
H: 1.524 6.733 -5.807
H: 1.209 6.953 3.087
C: -2.464 -0.949 4.888
C: -3.196 -2.327 4.869
C: -4.467 -2.182 4.045
P: -1.866 -3.627 4.453
C: -1.763 -4.437 6.179
C: -1.180 -3.357 7.195
C: -0.859 -5.627 5.998
C: -3.008 -4.772 3.451
C: -3.929 -5.658 4.218
C: -2.076 -5.473 2.504
H: -2.932 -0.316 5.660
H: -2.417 -0.473 3.938
H: -1.377 -1.082 5.186
H: -3.497 -2.576 5.884
H: -4.301 -1.798 3.033
H: -5.098 -1.446 4.596
H: -4.959 -3.177 3.942
H: -2.784 -4.782 6.468
H: -0.242 -2.929 6.818
H: -0.972 -3.806 8.160
H: -1.927 -2.537 7.420
H: 0.128 -5.352 5.500
H: -1.243 -6.363 5.282
H: -0.621 -6.139 6.943
H: -3.593 -3.979 2.883
H: -3.434 -6.458 4.756
H: -4.643 -6.147 3.488
H: -4.503 -5.097 4.964
H: -1.648 -6.338 2.983
H: -1.243 -4.903 2.156
H: -2.550 -5.655 1.568

Here are the Mulliken charges for atoms 1 to 6, given in e: number 1, Ga, carries -0.898; number 2, C, carries -0.621; number 3, Si, carries 0.206; number 4, C, carries -1.227; number 5, C, carries -1.506; number 6, N, carries 1.828

3.
# C10H10N2O2

A 2-piece molecular cluster, C10H10N2O2 overall (ωB97M-V with the def2-TZVPD basis set, the OMol25 dataset).

Computed properties:
* HOMO energy: -8.78 eV
* HOMO-LUMO gap: 9.090 eV

Cartesian coordinates (Å):
O: -0.565 -1.555 0.079
C: -1.456 -0.713 -0.070
C: -1.312 0.641 -0.656
C: -2.409 1.368 -0.600
N: -3.607 0.910 -0.174
C: -3.886 -0.340 0.186
O: -4.979 -0.712 0.509
N: -2.701 -1.042 0.401
H: -0.290 0.991 -0.917
H: -2.478 2.463 -0.827
H: -4.393 1.432 -0.345
H: -2.840 -1.934 0.917
C: 2.128 0.390 1.331
C: 3.489 0.462 1.011
C: 3.929 -0.068 -0.193
C: 3.030 -0.666 -1.059
C: 1.669 -0.710 -0.751
C: 1.216 -0.178 0.454
H: 1.760 0.812 2.261
H: 4.184 0.916 1.703
H: 4.982 -0.038 -0.455
H: 3.413 -1.099 -2.001
H: 0.972 -1.112 -1.485
H: 0.146 -0.218 0.682

Here are the Mulliken charges for atoms 1 to 6, given in e: number 1, O, carries -0.618; number 2, C, carries 0.782; number 3, C, carries -0.270; number 4, C, carries -0.485; number 5, N, carries -0.073; number 6, C, carries 0.269

Let's list strongest force on any atom in order: 2.943; 3.277; 3.498 eV Å⁻¹.
Let's list energy above the lowest of the compared OMol25 structures with the same formula, charge and spin in order: 520.0; 167.2; 208.4 kJ/mol.